[1]
Computed, not measured: a molecular structure, C38H40BiCl2N2O2PS3 at a distorted geometry, with ωB97M-V with the def2-TZVPD basis set.

For the orbital gap, the calculation gives 7.36 eV. The value obtained for the HOMO energy is -0.2649 hartree. The value obtained for the relative energy (zero: lowest compared OMol25 entry of this formula, charge and spin) is 165.6 kJ/mol.

Atoms and positions in Å:
C (-0.764, 2.749, 2.430)
C (3.175, 0.236, -3.279)
H (-1.879, 5.210, 4.589)
S (1.324, -2.236, -1.656)
H (-3.528, -2.119, -0.570)
H (-1.866, 5.233, -1.202)
C (-0.560, -4.236, 2.814)
Bi (0.394, -0.552, 0.022)
N (-1.081, -0.347, -2.109)
O (-0.744, 2.433, 1.227)
H (-0.734, 4.114, -0.392)
C (-0.443, 2.176, 4.844)
C (-2.442, -0.684, -1.707)
C (-2.938, -4.396, 2.694)
H (-3.895, -2.963, 1.451)
H (-1.307, -1.398, -6.565)
C (3.393, 3.674, -0.966)
C (2.928, 2.955, 1.279)
C (3.408, 5.260, 0.841)
P (2.839, 0.921, -0.600)
C (-1.774, -2.684, 1.439)
H (4.126, -0.990, 0.121)
C (-0.222, 1.902, 3.477)
H (-0.068, 1.478, 5.574)
C (-2.948, -3.322, 1.828)
H (5.765, 0.250, -5.440)
C (0.671, 0.851, 3.180)
H (-2.894, 0.198, -1.255)
H (3.547, 6.270, 1.198)
C (3.791, 0.807, -2.171)
H (-2.105, -0.231, -4.549)
H (-3.058, -0.961, -2.572)
C (-0.625, -1.076, -3.260)
H (-3.546, 3.275, -2.933)
Cl (-1.882, 5.192, 1.838)
C (-2.474, -1.847, -0.712)
C (0.473, -1.930, -3.165)
H (0.173, 1.253, -2.566)
H (0.950, 0.240, 4.058)
H (2.144, -0.075, -3.217)
H (4.900, 0.527, 0.660)
H (0.391, -4.568, 3.194)
C (-1.726, -4.867, 3.180)
H (2.666, 2.170, 1.967)
C (-0.557, -3.137, 1.948)
C (-4.028, 3.482, -1.981)
H (6.863, 1.305, -3.505)
H (-1.511, 1.490, -3.090)
C (-2.481, -0.415, 1.281)
S (-2.860, 3.130, -0.624)
C (-0.816, -1.554, -5.617)
C (3.881, 0.037, -4.453)
Cl (-1.294, 3.704, 6.904)
C (5.824, 1.012, -3.439)
N (-1.843, -1.527, 0.570)
H (-2.333, 0.531, 0.762)
C (-1.505, 4.209, -1.150)
S (1.012, -2.420, 1.624)
H (-1.125, 3.883, -2.117)
C (-1.050, 3.332, 5.229)
C (3.570, 4.967, -0.504)
C (3.954, 0.004, 0.534)
C (-1.331, 3.987, 2.939)
H (-4.886, 2.831, -1.854)
C (-0.872, 1.085, -2.298)
H (5.600, 1.684, -1.419)
H (-2.021, -0.316, 2.263)
H (3.396, -0.429, -5.299)
C (-1.459, 4.270, 4.267)
O (1.245, 0.607, 2.105)
H (3.505, 3.462, -2.021)
H (-1.074, 1.605, -1.363)
H (1.752, -3.257, -4.230)
H (-3.868, -4.849, 3.003)
C (3.073, 4.252, 1.732)
C (0.905, -2.596, -4.316)
H (-3.552, -0.581, 1.415)
H (0.632, -2.925, -6.405)
C (5.209, 0.418, -4.530)
H (-1.699, -5.720, 3.844)
H (-4.343, 4.522, -1.936)
H (3.453, -0.092, 1.495)
C (-1.256, -0.899, -4.485)
H (2.926, 4.473, 2.780)
C (5.120, 1.210, -2.264)
C (0.272, -2.410, -5.526)
C (3.100, 2.651, -0.069)
H (-1.954, -2.715, -1.134)
H (3.839, 5.753, -1.196)

***

[2]
Computed, not measured: a molecular structure, C38H40ClN6PSr, with ωB97M-V with the def2-TZVPD basis set.

For the orbital gap, the calculation gives 8.61 eV. The value obtained for the HOMO energy is -0.4838 hartree. As for the charge: +2. The value obtained for the relative energy (zero: lowest compared OMol25 entry of this formula, charge and spin) is 0.0 kJ/mol.

Atoms and positions in Å:
H (2.712, -2.944, -1.362)
H (-4.233, -1.426, 4.376)
C (-4.062, -1.737, 3.354)
C (0.265, -3.417, 3.018)
H (-3.501, 2.794, -1.873)
C (1.111, -3.272, -5.072)
C (1.396, 4.452, 0.701)
H (2.254, 0.627, 0.983)
H (-4.300, 0.983, -3.427)
C (-3.232, 0.573, 2.853)
C (-0.761, 3.243, 1.856)
H (-4.844, -3.720, 3.625)
C (0.347, -2.309, -3.036)
C (-0.510, -0.808, 3.224)
N (-0.130, 2.614, 0.859)
C (3.436, -3.029, 0.652)
H (4.108, -2.832, 2.678)
C (3.625, -2.343, 1.843)
H (0.996, -3.993, -5.871)
C (-4.163, -3.367, 1.616)
C (-2.836, 2.303, -2.589)
C (5.041, 1.881, -2.379)
H (-1.085, 0.915, 4.348)
C (-0.315, -1.546, 4.380)
C (-4.401, -3.015, 2.934)
H (3.357, -0.481, 2.881)
H (3.155, -0.779, -4.052)
H (1.341, 2.055, -3.455)
H (-3.377, -2.676, -0.254)
H (-0.650, -3.931, -4.018)
C (2.401, -1.083, -0.322)
H (2.901, -2.409, -5.876)
H (-3.339, 0.666, 3.942)
H (-0.467, -1.087, 5.349)
H (-2.649, 0.399, -3.554)
C (2.177, -2.385, -5.074)
N (-3.265, -1.191, 1.171)
N (-1.934, 1.114, 2.427)
H (0.181, -2.997, 0.910)
N (-0.334, -1.335, 2.006)
H (1.421, 2.674, -0.503)
C (2.802, 0.993, -2.273)
C (-1.979, 2.581, 2.453)
H (1.075, 6.070, 2.082)
C (-0.844, 0.658, 3.308)
C (-3.351, 0.910, -2.891)
C (0.928, 3.213, 0.301)
C (0.041, -2.610, 1.913)
Sr (-1.243, 0.297, 0.034)
C (-3.588, -2.424, 0.781)
Cl (-0.862, -2.347, -1.739)
N (-3.456, 0.126, -1.649)
H (-2.863, 2.902, 1.894)
C (0.738, 5.102, 1.734)
C (-3.505, -0.852, 2.444)
H (3.774, -4.053, 0.555)
C (4.143, 0.938, -1.898)
H (-2.111, 2.947, 3.480)
H (0.053, 1.221, 3.038)
H (-0.886, 4.958, 3.138)
C (2.319, -1.467, -4.046)
C (-0.354, 4.485, 2.323)
H (0.246, -3.467, 5.166)
C (2.582, -0.405, 0.885)
H (6.081, 1.829, -2.085)
H (-4.267, 0.426, -1.115)
H (2.943, 3.707, -4.309)
N (-1.493, 2.220, -1.990)
C (1.402, -1.405, -2.993)
H (-4.412, -4.348, 1.236)
C (2.834, -2.401, -0.432)
H (5.317, 3.606, -3.623)
C (0.183, -3.242, -4.042)
H (-1.179, 3.143, -1.709)
C (2.379, 2.004, -3.139)
H (4.491, 0.157, -1.235)
C (0.082, -2.872, 4.276)
H (-2.858, 2.901, -3.503)
H (-3.636, -0.846, -1.879)
C (3.203, -1.024, 1.957)
C (3.279, 2.936, -3.627)
H (-0.831, 1.907, -2.696)
H (-4.012, 1.198, 2.411)
P (1.555, -0.178, -1.657)
H (0.578, -4.443, 2.882)
H (2.256, 4.888, 0.212)
C (4.613, 2.878, -3.243)

***

[3]
Computed, not measured: a molecular structure, C38H41BrN4O5PtS at a distorted geometry, with ωB97M-V with the def2-TZVPD basis set.

For the orbital gap, the calculation gives 6.28 eV. The value obtained for the HOMO energy is -0.0878 hartree. As for the charge: -2. The value obtained for the relative energy (zero: lowest compared OMol25 entry of this formula, charge and spin) is 33.6 kJ/mol.

Atoms and positions in Å:
H (-2.210, -1.469, -0.344)
H (-3.765, -1.954, -1.038)
H (-2.058, -3.702, 1.161)
H (2.212, 5.285, -2.030)
C (0.616, -5.426, -2.487)
H (-2.902, -4.083, -1.747)
C (2.128, 4.620, 1.138)
H (0.747, -6.301, -3.114)
C (-0.050, -1.212, 3.662)
C (-0.409, 1.163, 3.601)
H (-2.899, 3.928, 0.093)
H (1.165, 4.554, 1.644)
Pt (0.117, -0.078, -0.307)
H (8.274, 0.434, -0.647)
H (0.092, -2.153, 4.176)
H (-4.385, 3.605, -0.837)
C (7.678, 0.129, 1.384)
H (2.475, -1.969, -0.208)
H (4.607, -1.984, -1.436)
H (8.687, 0.047, 1.769)
C (-0.885, 4.252, -2.835)
C (-2.860, 1.433, -1.189)
C (-1.108, 3.304, -1.834)
H (3.867, -4.683, -0.069)
H (4.384, 3.302, 0.133)
C (1.555, -3.606, -1.203)
C (6.129, 0.470, -0.433)
H (2.230, 5.628, 0.717)
H (4.433, 0.053, 2.444)
H (-2.713, 1.379, -0.111)
N (0.115, -2.122, 0.093)
H (4.359, -3.201, 0.779)
C (3.740, -2.518, -1.831)
H (-2.602, -5.193, 0.401)
H (-3.249, 4.867, -1.366)
H (-3.911, 1.201, -1.398)
H (3.243, -1.858, -2.542)
C (-0.654, -4.997, -2.138)
H (-0.559, 2.129, 4.064)
C (-3.325, 3.874, -0.914)
H (-1.522, -5.533, -2.508)
N (-0.193, 1.960, 0.015)
S (0.998, 0.482, -3.400)
Br (6.921, -0.266, 4.095)
H (4.102, -3.407, -2.362)
C (-0.478, 2.277, 1.279)
H (0.455, 5.676, -3.719)
C (-2.705, -4.104, 0.379)
N (-0.189, -0.071, 1.622)
O (3.483, 0.754, -1.307)
H (-1.682, 4.451, -3.545)
O (0.555, 0.226, -4.779)
H (2.925, 4.473, 1.875)
H (-3.745, -3.846, 0.610)
H (-2.353, -1.661, -2.080)
C (6.593, 0.028, 2.232)
C (-0.066, 3.015, -0.942)
H (3.903, 4.669, -0.879)
C (2.792, -2.891, -0.689)
C (0.143, -2.426, 1.396)
H (2.817, -3.989, 1.183)
C (3.502, -3.746, 0.367)
H (5.909, 0.645, -1.480)
C (-2.312, -3.550, -0.997)
C (1.711, -4.718, -2.026)
C (5.286, 0.137, 1.783)
C (1.132, 3.755, -0.996)
H (2.712, -5.036, -2.300)
O (-0.827, 3.371, 1.743)
C (1.292, 4.714, -1.988)
C (-0.859, -3.887, -1.320)
C (5.054, 0.363, 0.433)
C (-0.244, -0.008, 4.326)
C (-2.677, -2.069, -1.120)
C (-2.557, 2.825, -1.737)
H (3.714, 2.999, -1.472)
C (3.599, 0.470, -0.103)
C (0.304, 4.947, -2.931)
C (7.435, 0.355, 0.036)
H (-0.253, 0.021, 5.410)
C (3.642, 3.642, -0.596)
C (-0.031, -1.203, 2.280)
O (0.247, -3.536, 1.929)
C (2.244, 3.570, 0.023)
H (-2.942, 2.844, -2.760)
C (0.264, -3.203, -0.829)
H (2.127, 2.578, 0.462)
H (-2.243, 0.670, -1.657)
C (-0.362, 1.094, 2.220)
N (0.237, -0.125, -2.313)
O (2.706, 0.247, 0.746)